This record from the Open Molecules 2025 dataset describes an isolated ion of composition C8H16N2 and charge +2. The level of theory is the ωB97M-V functional and the def2-TZVPD basis.

The geometry in XYZ format:
```
26
Properties=species:S:1:pos:R:3:forces:R:3
H 1.7067 -1.0985 -1.2776 0.74 -0.12 0.62
H -2.2437 -1.0479 -1.9712 0.49 -0.59 -0.56
C 1.6316 0.0327 0.4959 -0.65 -3.67 1.93
C -0.3330 -1.4322 0.5617 -0.37 -0.71 1.83
H -1.4549 1.0999 0.4426 -0.84 0.32 -0.08
H -0.1227 -1.9611 1.5848 -0.37 0.58 -2.31
H 0.0174 2.0166 0.8231 0.07 -0.64 -0.22
H 1.6038 0.1041 1.6127 1.82 -0.40 -0.28
H -1.4656 2.0486 -1.9878 0.67 -0.97 0.28
H -1.4011 0.0651 2.7861 0.10 0.24 -0.30
N -1.2928 -1.0314 -1.5627 -0.27 2.33 0.29
C 2.2993 -1.0735 -0.3185 2.60 -1.63 -0.82
C -0.6439 1.3038 -2.2329 -1.24 3.48 -3.49
H -1.4661 -2.8631 -0.5535 -0.45 -0.66 0.17
H 0.2766 1.8593 -2.2863 0.85 0.10 0.89
C -0.5532 1.0942 1.0162 -0.20 -0.78 0.15
H 1.9351 0.9287 0.1258 0.41 2.90 -0.98
C -0.8212 0.9521 2.4955 0.30 -1.51 -0.57
H 3.4354 -0.8785 -0.6109 -2.54 0.26 0.66
C -0.6690 0.0901 -1.6225 0.67 -3.13 3.33
N 0.1858 -0.1226 0.4702 -1.09 2.17 -3.88
H -1.3408 1.8035 2.8046 -0.82 1.38 0.64
C -1.0731 -1.8832 -0.4534 0.69 -0.36 1.08
H 0.1262 0.9218 2.9820 0.63 0.05 0.79
H 2.4326 -2.1707 0.0406 -0.94 1.99 -0.04
H -0.7693 1.2423 -3.3646 -0.28 -0.64 0.87
```
Positions in Å, forces in eV/Å.

## Properties
- energy above the lowest of the compared OMol25 structures with the same formula, charge and spin (kcal per mole) = 108.63
- M (u) = 140.2
- charge = +2
- F_max (eV/Å) = 5.08